w:
C5H12O4 | ωB97M-V with the def2-TZVPD basis set

As for the orbital gap (spin up / spin down): 9.719 / 8.218 eV. The multiplicity is 1.

Each atom is followed by the atoms it is bonded to, with distances in Å.
CARTESIAN COORDINATES (ANGSTROEM)
1 C -2.075 0.130 4.104  C2 1.532, H8 1.090, H9 1.088, H10 1.090
2 C -1.931 0.998 5.359  C1 1.532, C3 1.539, C4 1.532, C5 1.539
3 C -2.998 2.107 5.359  C2 1.539, H11 1.090, H12 1.090, H13 1.090
4 C -2.075 0.131 6.614  C2 1.532, H14 1.090, H15 1.088, H16 1.090
5 C -0.511 1.594 5.359  C2 1.539, O6 1.416, H17 1.093, H18 1.093
6 O 0.478 0.581 5.359  C5 1.416, O7 1.358
7 O 1.714 1.143 5.358  O6 1.358
8 H -1.301 -0.637 4.093  C1 1.090
9 H -3.046 -0.359 4.073  C1 1.088
10 H -1.967 0.733 3.203  C1 1.090
11 H -2.911 2.740 6.242  C3 1.090
12 H -2.911 2.739 4.474  C3 1.090
13 H -3.998 1.676 5.359  C3 1.090
14 H -1.968 0.734 7.515  C4 1.090
15 H -3.046 -0.360 6.644  C4 1.088
16 H -1.300 -0.636 6.625  C4 1.090
17 H -0.327 2.211 4.476  C5 1.093
18 H -0.327 2.211 6.242  C5 1.093
19 H 2.842 -0.169 5.357  O20 0.983
20 O 3.710 -0.630 5.357  H19 0.983, O21 1.308
21 O 3.422 -1.906 5.357  O20 1.308

These are the natural (NBO) partial charges, in e, on atoms 1 to 6: atom 1 (C): -0.6113, atom 2 (C): -0.0746, atom 3 (C): -0.6027, atom 4 (C): -0.6113, atom 5 (C): -0.0949, atom 6 (O): -0.1245

x:
C5H12O4 | ωB97M-V with the def2-TZVPD basis set

As for the orbital gap: 8.649 eV. The multiplicity is 1.

Each atom is followed by the atoms it is bonded to, with distances in Å.
CARTESIAN COORDINATES (ANGSTROEM)
1 C 2.219 0.740 -0.133  C3 1.582, H10 1.118, H11 1.045, H12 1.131
2 C -1.087 1.044 -0.493  C4 1.508, H13 1.111, H14 1.082, H15 1.007
3 C 1.067 0.014 0.672  C1 1.582, C4 1.594, H16 1.074, H17 1.098
4 C -0.130 -0.115 -0.373  C2 1.508, C3 1.594, O6 1.355
5 C -1.388 -1.457 0.675  O7 1.419, O8 1.420, O9 1.451
6 O 0.087 -0.823 -1.507  C4 1.355, H18 0.977
7 O -2.218 -2.192 -0.210  C5 1.419, H19 0.958
8 O -0.494 -2.262 1.430  C5 1.420, H20 0.983
9 O -2.167 -0.628 1.575  C5 1.451, H21 0.973
10 H 2.098 1.840 -0.289  C1 1.118
11 H 2.220 0.180 -1.016  C1 1.045
12 H 3.147 0.671 0.511  C1 1.131
13 H -1.871 0.778 -1.235  C2 1.111
14 H -1.613 1.002 0.451  C2 1.082
15 H -0.689 1.924 -0.778  C2 1.007
16 H 1.521 -0.957 0.731  C3 1.074
17 H 0.717 0.287 1.677  C3 1.098
18 H -0.732 -0.921 -2.030  O6 0.977
19 H -2.690 -2.916 0.205  O7 0.958
20 H 0.227 -2.395 0.775  O8 0.983
21 H -1.623 -0.547 2.378  O9 0.973

These are the natural (NBO) partial charges, in e, on atoms 1 to 6: atom 1 (C): -0.6097, atom 2 (C): -0.6962, atom 3 (C): -0.4399, atom 4 (C): 0.3674, atom 5 (C): 0.6749, atom 6 (O): -0.7308

Which structure wins on stability? x wins.

w:
C2H4N3P | ωB97M-V with the def2-TZVPD basis set

As for the orbital gap: 6.827 eV. The multiplicity is 1.

Each atom is followed by the atoms it is bonded to, with distances in Å.
CARTESIAN COORDINATES (ANGSTROEM)
1 C -0.407 0.856 -0.010  C2 1.373, N3 1.281, H7 1.113
2 C -0.903 -0.319 -0.518  C1 1.373, N5 1.290
3 N 0.765 1.361 0.101  C1 1.281, N4 1.443
4 N 1.944 0.541 -0.032  N3 1.443, P6 1.607, H8 0.994
5 N -1.595 -1.259 0.030  C2 1.290, H9 0.961, H10 1.019
6 P 2.233 -1.040 -0.074  N4 1.607
7 H -0.995 1.790 0.132  C1 1.113
8 H 2.535 1.331 -0.149  N4 0.994
9 H -1.685 -1.159 0.982  N5 0.961
10 H -1.890 -2.102 -0.462  N5 1.019

These are the natural (NBO) partial charges, in e, on atoms 1 to 6: atom 1 (C): -0.1115, atom 2 (C): 0.1431, atom 3 (N): -0.3411, atom 4 (N): -0.7245, atom 5 (N): -0.6885, atom 6 (P): 0.2972

x:
C2H4N3P | ωB97M-V with the def2-TZVPD basis set

As for the orbital gap (spin up / spin down): 8.336 / 7.783 eV. The multiplicity is 1.

Each atom is followed by the atoms it is bonded to, with distances in Å.
CARTESIAN COORDINATES (ANGSTROEM)
1 C 1.834 -0.651 0.002  N3 1.373, N4 1.303, H7 1.078
2 C -0.047 0.227 -0.077  N3 1.298, N5 1.337
3 N 0.499 -0.949 -0.122  C1 1.373, C2 1.298
4 N 2.090 0.624 0.079  C1 1.303, N5 1.358
5 N 0.867 1.203 -0.034  C2 1.337, N4 1.358, H8 0.983
6 P -2.902 0.207 -0.060  H9 1.368, H10 1.366
7 H 2.699 -1.295 0.034  C1 1.078
8 H 0.686 2.129 0.240  N5 0.983
9 H -3.249 -0.737 0.867  P6 1.368
10 H -2.477 -0.759 -0.928  P6 1.366

These are the natural (NBO) partial charges, in e, on atoms 1 to 6: atom 1 (C): 0.1285, atom 2 (C): 0.3656, atom 3 (N): -0.5613, atom 4 (N): -0.2841, atom 5 (N): -0.4364, atom 6 (P): 0.2452

Which structure wins on stability? x wins.

w:
C4H6NO3S | ωB97M-V with the def2-TZVPD basis set

As for the orbital gap: 8.377 eV. The multiplicity is 1. Its net charge is -1.

Each atom is followed by the atoms it is bonded to, with distances in Å.
CARTESIAN COORDINATES (ANGSTROEM)
1 C -1.787 1.007 -0.652  C4 1.393, N5 1.143
2 C 0.613 0.901 -0.625  C4 1.410, H10 1.085, H11 1.059, H12 1.067
3 C -0.661 1.113 1.416  C4 1.341, H13 1.083, H14 1.045
4 C -0.604 0.982 0.083  C1 1.393, C2 1.410, C3 1.341
5 N -2.747 1.385 -1.144  C1 1.143
6 O 0.103 -1.744 -1.746  S9 1.500
7 O 2.044 -2.177 -0.339  S9 1.455
8 O -0.029 -1.815 0.959  S9 1.851, H15 0.907
9 S 0.659 -2.537 -0.600  O6 1.500, O7 1.455, O8 1.851
10 H 0.586 -0.078 -1.093  C2 1.085
11 H 0.578 1.562 -1.452  C2 1.059
12 H 1.556 0.953 -0.129  C2 1.067
13 H -1.400 0.969 2.195  C3 1.083
14 H 0.315 1.109 1.789  C3 1.045
15 H 0.774 -1.631 1.337  O8 0.907

These are the natural (NBO) partial charges, in e, on atoms 1 to 6: atom 1 (C): 0.3055, atom 2 (C): -0.6819, atom 3 (C): -0.3417, atom 4 (C): -0.0861, atom 5 (N): -0.3572, atom 6 (O): -1.0167

x:
C4H6NO3S | ωB97M-V with the def2-TZVPD basis set

As for the orbital gap (spin up / spin down): 6.236 / 6.234 eV. The multiplicity is 1. Its net charge is -1.

Each atom is followed by the atoms it is bonded to, with distances in Å.
CARTESIAN COORDINATES (ANGSTROEM)
1 C -1.074 -0.241 -1.083  C2 1.512, N5 1.307, H10 1.216
2 C -0.751 1.206 -1.379  C1 1.512, O7 1.212, O8 1.295
3 C 1.113 -0.663 -0.639  C4 1.485, N5 1.444, H11 1.121, H12 1.174
4 C 0.975 0.659 0.023  C3 1.485, O8 1.429, H13 1.155, H14 1.153
5 N -0.166 -1.180 -1.069  C1 1.307, C3 1.444
6 O -1.465 0.792 2.168  S9 1.519
7 O -1.439 1.872 -2.122  C2 1.212
8 O 0.352 1.615 -0.838  C2 1.295, C4 1.429
9 S -2.085 -0.277 1.284  O6 1.519, H15 1.368
10 H -2.120 -0.559 -1.615  C1 1.216
11 H 1.710 -0.565 -1.583  C3 1.121
12 H 1.605 -1.504 0.016  C3 1.174
13 H 0.417 0.525 1.025  C4 1.155
14 H 2.005 1.092 0.307  C4 1.153
15 H -1.028 -1.135 1.145  S9 1.368

These are the natural (NBO) partial charges, in e, on atoms 1 to 6: atom 1 (C): -0.0773, atom 2 (C): 0.7302, atom 3 (C): -0.2843, atom 4 (C): -0.1387, atom 5 (N): -0.5369, atom 6 (O): -1.0885

Which structure wins on stability? w wins.

w:
C3H2N2OS | ωB97M-V with the def2-TZVPD basis set

As for the orbital gap: 7.897 eV. The multiplicity is 1.

Each atom is followed by the atoms it is bonded to, with distances in Å.
CARTESIAN COORDINATES (ANGSTROEM)
1 C -0.892 0.781 0.446  C2 1.321, C3 1.347, H8 1.089
2 C -0.011 -0.109 0.866  C1 1.321, N5 1.367, H9 1.096
3 C -0.988 1.460 -0.714  C1 1.347, N4 1.163
4 N -1.132 1.739 -1.833  C3 1.163
5 N 0.937 -0.837 0.202  C2 1.367, S7 1.553
6 O 1.506 -2.495 -1.536  S7 1.439
7 S 2.045 -1.468 -0.685  N5 1.553, O6 1.439
8 H -1.400 1.215 1.306  C1 1.089
9 H -0.064 -0.286 1.947  C2 1.096

These are the natural (NBO) partial charges, in e, on atoms 1 to 6: atom 1 (C): -0.4168, atom 2 (C): 0.0836, atom 3 (C): 0.2409, atom 4 (N): -0.2894, atom 5 (N): -0.7954, atom 6 (O): -0.8200

x:
C3H2N2OS | ωB97M-V with the def2-TZVPD basis set

The structure (SMILES) is S=Cc1ncno1. As for the orbital gap: 7.847 eV. The multiplicity is 1.

Each atom is followed by the atoms it is bonded to, with distances in Å.
CARTESIAN COORDINATES (ANGSTROEM)
1 S 2.044 -1.862 -1.099  C2 1.607
2 C 0.520 -1.367 -0.979  S1 1.607, C3 1.448, H8 1.080
3 C 0.063 -0.243 -0.190  C2 1.448, N4 1.325, O7 1.353
4 N 0.732 0.600 0.584  C3 1.325, C5 1.357
5 C -0.268 1.400 1.033  N4 1.357, N6 1.292, H9 1.100
6 N -1.462 1.118 0.628  C5 1.292, O7 1.383
7 O -1.264 0.022 -0.191  C3 1.353, N6 1.383
8 H -0.243 -1.879 -1.548  C2 1.080
9 H -0.122 2.210 1.762  C5 1.100

These are the natural (NBO) partial charges, in e, on atoms 1 to 6: atom 1 (S): 0.1872, atom 2 (C): -0.3648, atom 3 (C): 0.4136, atom 4 (N): -0.4310, atom 5 (C): 0.1353, atom 6 (N): -0.1159

Which structure wins on stability? x wins.

w:
C6H11NS | ωB97M-V with the def2-TZVPD basis set

As for the orbital gap (spin up / spin down): 7.840 / 6.369 eV. The multiplicity is 3.

Each atom is followed by the atoms it is bonded to, with distances in Å.
CARTESIAN COORDINATES (ANGSTROEM)
1 C 1.634 -1.245 -0.824  C2 1.501, C3 1.326, H9 1.108
2 C 2.684 -0.390 -0.177  C1 1.501, S8 1.611, H10 1.098
3 C 0.512 -1.417 -0.139  C1 1.326, H11 1.131, H12 1.082
4 C -0.907 0.790 -0.131  C5 1.566, C6 1.479, N7 1.258
5 C -2.315 0.165 -0.418  C4 1.566, H13 1.033, H14 1.150, H15 1.108
6 C -0.703 1.085 1.304  C4 1.479, H16 1.084, H17 1.115, H18 1.112
7 N -0.193 1.102 -1.118  C4 1.258, H19 1.014
8 S 2.687 0.333 1.263  C2 1.611
9 H 1.696 -1.439 -1.913  C1 1.108
10 H 3.706 -0.455 -0.573  C2 1.098
11 H -0.256 -2.198 -0.423  C3 1.131
12 H 0.524 -1.398 0.943  C3 1.082
13 H -3.022 0.912 -0.329  C5 1.033
14 H -2.638 -0.637 0.340  C5 1.150
15 H -2.427 -0.261 -1.435  C5 1.108
16 H 0.361 1.254 1.417  C6 1.084
17 H -1.083 0.301 2.000  C6 1.115
18 H -1.048 2.139 1.386  C6 1.112
19 H 0.786 1.360 -1.171  N7 1.014

These are the natural (NBO) partial charges, in e, on atoms 1 to 6: atom 1 (C): -0.2401, atom 2 (C): -0.5757, atom 3 (C): -0.4027, atom 4 (C): 0.3568, atom 5 (C): -0.6706, atom 6 (C): -0.7192

x:
C6H11NS | ωB97M-V with the def2-TZVPD basis set

As for the orbital gap (spin up / spin down): 5.186 / 7.934 eV. The multiplicity is 3.

Each atom is followed by the atoms it is bonded to, with distances in Å.
CARTESIAN COORDINATES (ANGSTROEM)
1 C -2.134 -0.435 0.097  C6 1.732, N7 1.139
2 C 0.460 -0.986 1.639  C5 1.526, H9 1.087, H10 1.088, H11 1.088
3 C 1.856 0.384 0.065  C5 1.534, H12 1.089, H13 1.087, H14 1.089
4 C -0.683 0.285 -1.848  C6 1.518, H15 1.092, H16 1.089, H17 1.093
5 C 0.633 -0.533 0.193  C2 1.526, C3 1.534, C6 1.517, H18 1.097
6 C -0.584 0.204 -0.335  C1 1.732, C4 1.518, C5 1.517, S8 1.852
7 N -3.187 -0.773 0.370  C1 1.139
8 S -0.726 1.881 0.438  C6 1.852, H19 1.334
9 H -0.336 -1.723 1.711  C2 1.087
10 H 0.216 -0.142 2.280  C2 1.088
11 H 1.383 -1.437 1.999  C2 1.088
12 H 2.019 0.704 -0.964  C3 1.089
13 H 2.747 -0.140 0.402  C3 1.087
14 H 1.727 1.273 0.680  C3 1.089
15 H -1.626 0.747 -2.147  C4 1.092
16 H 0.138 0.878 -2.248  C4 1.089
17 H -0.640 -0.718 -2.281  C4 1.093
18 H 0.792 -1.416 -0.437  C5 1.097
19 H -2.057 1.946 0.387  S8 1.334

These are the natural (NBO) partial charges, in e, on atoms 1 to 6: atom 1 (C): 0.2087, atom 2 (C): -0.6034, atom 3 (C): -0.6104, atom 4 (C): -0.6500, atom 5 (C): -0.2743, atom 6 (C): -0.2610

Which structure wins on stability? w wins.

w:
C3H9O2P | ωB97M-V with the def2-TZVPD basis set

The structure (SMILES) is CC[P@@H](=O)OC. As for the orbital gap: 10.284 eV. The multiplicity is 1.

Each atom is followed by the atoms it is bonded to, with distances in Å.
CARTESIAN COORDINATES (ANGSTROEM)
1 C 2.312 -0.136 -0.083  C2 1.480, H7 1.184, H8 1.070, H9 1.115
2 C 0.905 0.049 0.337  C1 1.480, P3 1.827, H10 1.124, H11 1.141
3 P -0.222 -1.262 -0.253  C2 1.827, O4 1.464, O5 2.051, H12 1.494
4 O -0.092 -2.595 0.339  P3 1.464
5 O -2.036 -0.426 0.213  P3 2.051, C6 1.407
6 C -2.284 0.956 0.122  O5 1.407, H13 1.167, H14 1.126, H15 1.057
7 H 3.014 0.308 0.760  C1 1.184
8 H 2.580 -1.162 -0.223  C1 1.070
9 H 2.304 0.209 -1.144  C1 1.115
10 H 0.430 1.010 -0.003  C2 1.124
11 H 0.793 -0.067 1.467  C2 1.141
12 H -0.536 -1.103 -1.705  P3 1.494
13 H -3.305 1.332 0.542  C6 1.167
14 H -2.357 1.364 -0.925  C6 1.126
15 H -1.505 1.524 0.557  C6 1.057

These are the natural (NBO) partial charges, in e, on atoms 1 to 6: atom 1 (C): -0.6297, atom 2 (C): -0.7828, atom 3 (P): 1.8663, atom 4 (O): -1.0150, atom 5 (O): -0.8071, atom 6 (C): -0.2467

x:
C3H9O2P | ωB97M-V with the def2-TZVPD basis set

The structure (SMILES) is [H][H].C=POC.C=O. As for the orbital gap: 9.086 eV. The multiplicity is 1.

Each atom is followed by the atoms it is bonded to, with distances in Å.
CARTESIAN COORDINATES (ANGSTROEM)
1 H 1.213 -1.439 4.356  H2 0.731
2 H 1.742 -0.934 4.347  H1 0.731
3 C 1.025 -1.755 -0.782  P4 1.685, H7 1.032, H8 1.139
4 P 1.148 -0.353 0.147  C3 1.685, O5 1.592
5 O 0.691 0.657 -0.996  P4 1.592, C6 1.418
6 C 0.435 2.008 -0.650  O5 1.418, H9 1.010, H10 1.122, H11 1.076
7 H 0.763 -1.781 -1.779  C3 1.032
8 H 1.053 -2.850 -0.469  C3 1.139
9 H 0.855 2.557 -1.387  C6 1.010
10 H 0.413 2.162 0.462  C6 1.122
11 H -0.628 2.151 -0.745  C6 1.076
12 C -2.195 -0.114 -0.676  O13 1.175, H14 1.065, H15 1.156
13 O -2.416 1.017 -0.446  C12 1.175
14 H -2.872 -0.775 -1.165  C12 1.065
15 H -1.228 -0.552 -0.217  C12 1.156

These are the natural (NBO) partial charges, in e, on atoms 1 to 6: atom 1 (H): -0.0014, atom 2 (H): 0.0015, atom 3 (C): -0.9427, atom 4 (P): 1.0136, atom 5 (O): -0.8166, atom 6 (C): -0.2817

Which structure wins on stability? w wins.